Computed, not measured: a molecular structure, C37H90F3Na3O21S, with the ωB97M-V functional and the def2-TZVPD basis.

The calculation puts the largest force on an atom at 0.041 hartree/bohr. As for the net charge: +2. Its total energy is -4227.820311 a.u. The relative energy (zero: lowest compared OMol25 entry of this formula, charge and spin) is 1.762 eV.

Atoms and positions in Å:
Na  -3.68385  -2.32577  -0.88213
Na  -1.48775  1.86838  -3.88963
Na  -3.50116  3.05500  0.87459
C  0.40222  0.08803  0.12967
F  0.36148  0.24359  1.44187
F  1.19245  1.00510  -0.40611
F  0.91948  -1.12050  -0.15277
S  -1.28517  0.14171  -0.66195
O  -0.96983  0.36789  -2.06227
O  -1.87355  -1.16564  -0.40546
O  -1.94137  1.25962  0.00886
C  2.06738  3.03159  2.03429
O  2.87576  4.05252  2.58495
C  2.21944  4.72003  3.64719
C  3.13063  5.72382  4.31406
O  3.56680  6.75611  3.47325
C  4.85119  6.54709  2.92777
H  1.70993  2.41100  2.85830
H  2.68738  2.50489  1.30968
H  1.25560  3.44294  1.41741
H  1.73091  4.04265  4.36225
H  1.34605  5.25521  3.22633
H  3.95786  5.22350  4.82713
H  2.49451  6.17426  5.08629
H  5.63673  6.75187  3.66199
H  4.97313  7.25955  2.11017
H  4.99888  5.55564  2.49645
C  -1.77122  -0.66138  3.32020
O  -0.98777  -0.99978  4.44816
C  -1.56681  -0.64903  5.68566
C  -1.42012  0.84255  5.98616
O  -0.15484  1.39877  5.67431
C  0.96671  0.63912  6.07675
H  -1.38509  -1.31484  2.54245
H  -1.70788  0.41568  3.13212
H  -2.84216  -0.87352  3.45650
H  -1.09558  -1.25170  6.46135
H  -2.63746  -0.88788  5.71880
H  -1.58314  1.03146  7.05573
H  -2.14328  1.42497  5.41287
H  1.15294  -0.15575  5.34634
H  0.84417  0.21130  7.07468
H  1.85482  1.26882  6.05899
C  2.65054  -2.08872  2.34231
O  2.09183  -3.36335  2.47508
C  0.67849  -3.46087  2.51769
C  0.37924  -4.90724  2.80156
O  0.81379  -5.22229  4.11589
C  0.14131  -6.32812  4.66683
H  3.58135  -2.03216  2.90497
H  2.04733  -1.26096  2.74059
H  2.78526  -1.87076  1.27661
H  0.28698  -3.16100  1.53511
H  0.27448  -2.82725  3.31548
H  1.05025  -5.46765  2.14299
H  -0.67153  -5.15801  2.63417
H  -0.92243  -6.12501  4.84870
H  0.65648  -6.57924  5.58896
H  0.15867  -7.19451  3.98990
C  1.48898  3.63972  -2.62390
O  0.35472  3.61828  -3.46323
C  0.41589  4.56352  -4.51531
C  -0.91610  4.61490  -5.24960
O  -1.33979  3.30803  -5.59004
C  -2.57245  3.19711  -6.29646
H  1.32851  2.99044  -1.76052
H  1.59417  4.62490  -2.15144
H  2.39954  3.29465  -3.11203
H  1.21681  4.29182  -5.20702
H  0.52918  5.57559  -4.11041
H  -0.80082  5.18713  -6.17662
H  -1.66312  5.15453  -4.65105
H  -3.32265  3.84152  -5.81727
H  -2.79428  2.13859  -6.36967
H  -2.50245  3.68024  -7.27797
C  -0.59734  -0.30911  -8.11703
O  0.38722  0.62114  -7.75010
C  1.31625  0.21546  -6.76357
C  0.79005  0.36372  -5.33971
O  -0.49185  -0.14105  -5.05187
C  -0.48796  -1.50385  -4.68446
H  -1.05969  -0.82237  -7.26929
H  -0.23867  -1.11795  -8.76700
H  -1.38648  0.20713  -8.66207
H  2.13121  0.92345  -6.91963
H  1.74906  -0.77913  -6.93315
H  0.77877  1.44622  -5.14319
H  1.53345  0.05313  -4.59302
H  -0.04922  -1.64218  -3.68863
H  0.12465  -2.10082  -5.36707
H  -1.49178  -1.92235  -4.66427
C  -1.48405  -7.90215  -2.67417
O  -0.20134  -7.41535  -2.33053
C  0.16881  -7.85067  -1.04656
C  1.37123  -7.07842  -0.54678
O  1.02865  -5.73545  -0.29548
C  2.08131  -4.80646  -0.43894
H  -1.52241  -8.98839  -2.54794
H  -1.70893  -7.63950  -3.70429
H  -2.24894  -7.45487  -2.02541
H  0.49782  -8.89739  -1.10219
H  -0.63851  -7.74123  -0.31104
H  2.11659  -7.14960  -1.35374
H  1.84549  -7.56579  0.31230
H  2.64262  -4.74966  0.50177
H  1.64054  -3.82974  -0.63779
H  2.84499  -5.05685  -1.18187
C  3.51479  -0.60437  -2.25944
O  3.59713  0.77244  -1.99441
C  4.48211  1.09310  -0.94870
C  4.74660  2.59714  -0.97302
O  6.04356  2.92661  -0.57037
C  6.18502  3.00549  0.84334
H  3.37773  -1.19269  -1.34468
H  4.41577  -0.97482  -2.76251
H  2.66777  -0.78089  -2.92052
H  5.43827  0.56430  -1.04735
H  4.07841  0.78159  0.02789
H  3.98563  3.14846  -0.39934
H  4.56016  2.98143  -1.98072
H  5.32488  3.46366  1.33609
H  7.10316  3.55660  1.03158
H  6.30914  1.99785  1.26261
C  -1.85709  -4.83256  -0.15667
O  -3.13948  -4.30890  0.19790
C  -4.11042  -5.35049  0.31790
C  -5.51689  -4.77369  0.35624
O  -5.72032  -3.81247  -0.67228
C  -7.07978  -3.48778  -0.86949
H  -1.55065  -5.60163  0.54815
H  -1.12045  -4.02915  -0.12612
H  -1.84191  -5.16539  -1.19928
H  -3.93466  -5.84419  1.27686
H  -4.01420  -6.04395  -0.51853
H  -5.88156  -4.51291  1.35207
H  -6.14182  -5.62820  0.04431
H  -7.16672  -2.54977  -1.42255
H  -7.57342  -3.22557  0.07451
H  -7.61302  -4.28295  -1.38907
C  -4.70848  4.90916  3.93674
O  -3.92641  4.90119  2.76892
C  -3.12178  6.05011  2.63436
C  -2.43684  6.04891  1.29243
O  -1.78426  4.79737  1.07281
C  -1.07221  4.74693  -0.15198
H  -5.43818  5.72440  3.93073
H  -4.10367  5.00763  4.84747
H  -5.25528  3.97995  4.09900
H  -2.42903  6.11392  3.47626
H  -3.71670  6.97414  2.58133
H  -1.81580  6.94567  1.19812
H  -3.15174  6.14805  0.45992
H  -1.01687  3.71378  -0.50444
H  -0.05139  5.11207  -0.02054
H  -1.55727  5.32776  -0.94635

=====

Computed, not measured: a molecular structure, C11H22KNO3S, with the ωB97M-V functional and the def2-TZVPD basis.

The calculation puts the largest force on an atom at 0.070 hartree/bohr. Its total energy is -1710.814222 a.u.

Atoms and positions in Å:
C  -2.33805  0.12250  -3.05195
C  -0.90025  0.04501  -2.49823
C  -0.82808  -0.07113  -0.98284
C  -1.26104  1.18477  -0.22253
C  -1.22107  1.00937  1.29336
C  -0.20814  -0.00217  1.82378
C  1.22202  0.45964  1.64793
C  2.25306  -0.39542  2.39606
N  1.86811  -1.81962  2.47417
C  1.69159  -2.39373  1.30522
C  0.67587  -3.49703  1.25375
O  2.26873  -2.06993  0.29437
S  -0.12021  2.47194  -0.63247
C  -0.88588  3.35922  -2.01173
O  1.16414  1.98981  -1.14635
O  -0.00458  3.45180  0.43232
H  -2.47652  -0.64124  -3.81360
H  -3.10033  -0.01381  -2.29659
H  -2.45982  1.06047  -3.57641
H  -0.45097  -0.86721  -2.89767
H  -0.30770  0.85924  -2.88606
H  -1.52396  -0.85314  -0.67145
H  0.19392  -0.39099  -0.74765
H  -1.06243  1.93637  1.83263
H  -2.21124  0.65977  1.59634
H  -0.37170  -0.09994  2.90801
H  -0.40148  -0.99644  1.43200
H  1.52946  0.51939  0.61370
H  1.30146  1.47077  2.02836
H  3.17430  -0.35473  1.83096
H  2.50782  0.00403  3.36540
H  1.05818  -1.94615  3.06727
H  0.11905  -3.55441  2.17734
H  1.14381  -4.46445  1.08484
H  -0.04970  -3.28440  0.48025
H  -0.34662  3.11809  -2.91745
H  -0.91468  4.41994  -1.81642
H  -1.88421  2.97221  -2.13717
K  3.15714  -3.39840  -1.03149

=====

Computed, not measured: 9 unconnected molecules or ions with the total composition C17H52N10O9, with the ωB97M-V functional and the def2-TZVPD basis.

The calculation puts the largest force on an atom at 0.214 hartree/bohr. Its total energy is -1903.447581 a.u. As for the SMILES: NC(N)=O.NC(N)=O.NC(N)=O.NC(N)=O.NC(N)=O.CC(C)O.CC(C)O.CC(C)O.CC(C)O. The relative energy (zero: lowest compared OMol25 entry of this formula, charge and spin) is 10.952 eV.

Atoms and positions in Å:
C  -18.49400  -17.30700  -3.04000
O  -17.27300  -17.42300  -2.41100
N  -18.59000  -17.09900  -4.34300
N  -19.68600  -17.41900  -2.52300
H  -17.73700  -16.92000  -4.92400
H  -19.51300  -16.93800  -4.81000
H  -19.71100  -17.91200  -1.60600
H  -20.59600  -17.54600  -3.06700
C  -15.90500  -20.41700  -2.79600
O  -16.24400  -21.73700  -2.68000
N  -15.72600  -19.59600  -1.86300
N  -15.80000  -19.86700  -3.95400
H  -16.00100  -20.03300  -0.99100
H  -16.10000  -18.71100  -2.07400
H  -16.04500  -20.48900  -4.73100
H  -15.80600  -18.83000  -4.09400
C  -15.24700  -20.80500  1.44200
O  -15.97900  -20.99700  0.31000
N  -15.47100  -19.76400  2.25300
N  -14.23100  -21.55700  1.75800
H  -16.06400  -19.11000  1.85200
H  -14.84900  -19.51600  3.02700
H  -14.09500  -22.37600  1.08200
H  -13.61000  -21.34300  2.54400
C  -18.70700  -17.49900  1.00700
O  -17.42400  -17.90700  0.65600
N  -19.29500  -16.50200  0.45600
N  -19.38000  -18.12700  1.87200
H  -18.86800  -16.14200  -0.37500
H  -20.16200  -16.13100  0.83300
H  -18.91100  -18.93900  2.29300
H  -20.25200  -17.82600  2.33700
C  -21.76600  -17.42500  -4.86800
O  -22.09300  -18.48400  -5.72200
N  -22.03100  -17.40000  -3.60900
N  -20.97500  -16.41900  -5.16400
H  -22.56400  -18.25700  -3.38800
H  -21.91900  -16.60100  -2.88600
H  -20.72300  -16.45000  -6.20500
H  -20.61400  -15.70500  -4.45700
C  -19.26200  -20.34400  -4.86400
C  -18.31700  -20.06200  -6.04400
C  -17.44500  -21.28300  -6.25500
O  -18.83800  -19.74800  -7.14500
H  -19.64600  -21.31200  -4.93300
H  -19.98000  -19.51900  -4.87300
H  -18.64600  -20.23700  -3.94700
H  -17.72800  -19.20600  -5.77900
H  -16.58800  -20.86100  -6.80900
H  -17.92800  -22.06700  -6.81800
H  -17.03800  -21.81400  -5.40800
H  -19.27200  -18.92400  -7.10200
C  -22.59500  -16.46500  -0.31400
C  -22.57200  -15.13200  0.40500
C  -23.82300  -14.91900  1.21400
O  -21.61200  -15.04900  1.18800
H  -22.77900  -17.31100  0.36800
H  -21.64000  -16.64700  -0.75400
H  -23.34200  -16.58900  -1.04400
H  -22.43700  -14.28600  -0.24000
H  -24.63400  -14.80300  0.49200
H  -23.73200  -13.98900  1.75500
H  -23.95800  -15.68500  1.99900
H  -20.92100  -14.59700  0.69000
C  -19.81900  -21.23900  3.93800
C  -18.40100  -21.38900  3.31100
C  -18.37400  -22.52400  2.19600
O  -18.02300  -20.25700  2.90700
H  -19.64000  -20.60300  4.82500
H  -20.16100  -22.24500  4.18500
H  -20.57600  -20.79400  3.28800
H  -17.77700  -21.67600  4.16100
H  -19.20400  -22.29800  1.55500
H  -18.42900  -23.53000  2.61800
H  -17.40500  -22.51000  1.60000
H  -17.04200  -20.14900  2.82200
C  -21.02600  -20.79300  -2.03400
C  -20.38700  -20.23100  -0.71600
C  -18.83900  -20.25900  -0.77400
O  -20.73400  -19.04700  -0.45300
H  -22.08100  -20.97000  -1.90100
H  -20.48100  -21.71800  -2.32200
H  -20.94100  -20.01300  -2.76600
H  -20.68600  -20.95100  0.11800
H  -18.38700  -20.10200  0.23100
H  -18.38000  -19.42500  -1.42200
H  -18.53400  -21.23500  -1.27600
H  -20.33500  -18.77200  0.39400

=====

Computed, not measured: a molecular structure, C17H46O19P4SSi, with the ωB97M-V functional and the def2-TZVPD basis.

The calculation puts the largest force on an atom at 0.202 hartree/bohr. Its total energy is -4157.532454 a.u.

Atoms and positions in Å:
C  -4.47911  -2.27681  -0.53691
C  -4.45812  -1.31780  -1.45384
O  -4.39348  -0.08352  -2.22231
S  -3.01100  -0.20669  -3.24440
O  -3.55155  0.12242  -4.64310
O  -1.92310  1.03715  -2.91894
Si  -0.59272  0.50015  -1.89986
C  -1.19685  -0.00157  -0.13656
C  0.49361  -0.87544  -2.68020
C  0.57510  2.05357  -1.72569
H  -4.71707  -2.88562  0.42215
H  -1.97551  -0.85762  -0.16140
H  -0.25007  -0.25244  0.46893
H  -1.65024  0.96870  0.33126
H  0.03256  -1.93414  -2.64619
H  1.47665  -0.93636  -2.05176
H  0.78688  -0.66514  -3.77537
H  1.58758  1.81795  -2.22252
H  0.06159  2.95143  -2.27009
H  0.68055  2.33165  -0.61213
C  6.35081  -2.42985  -5.49254
O  5.31171  -2.18483  -4.55102
P  4.12663  -3.43620  -4.48236
O  3.14555  -2.51350  -3.77416
O  5.03464  -4.24091  -3.36575
C  5.65375  -3.52766  -2.30188
O  2.98489  -4.72313  -4.47930
C  3.48066  -6.00160  -4.85932
H  7.09420  -1.63511  -5.40903
H  6.83246  -3.39118  -5.29058
H  5.93871  -2.42962  -6.50470
H  5.12426  -2.60305  -2.06061
H  6.68539  -3.29187  -2.57705
H  5.66898  -4.16340  -1.41749
H  4.08665  -6.42752  -4.05610
H  4.06835  -5.92759  -5.77352
H  2.62908  -6.66563  -5.03483
C  -6.90403  2.05505  1.55988
O  -6.80201  0.71360  1.09528
P  -8.02971  -0.33053  1.70995
O  -7.22153  -1.56084  1.32594
O  -9.02082  0.09305  0.46186
C  -8.50276  0.19398  -0.85929
O  -9.28210  -1.30701  2.37152
C  -10.48819  -0.63331  2.71271
H  -6.14495  2.65835  1.05866
H  -7.89257  2.46537  1.33313
H  -6.73095  2.08577  2.63864
H  -7.62238  -0.43593  -1.00792
H  -8.24132  1.23556  -1.06652
H  -9.27685  -0.11430  -1.56096
H  -11.04960  -0.38013  1.81024
H  -10.27386  0.26775  3.28614
H  -11.10125  -1.30584  3.31998
C  -0.13750  3.93477  6.00302
O  0.24582  3.07219  4.93742
P  -0.93681  1.87730  4.55092
O  0.10432  1.06387  3.79600
O  -1.67169  2.92805  3.51244
C  -0.89021  3.74074  2.64633
O  -2.14003  0.69329  4.21936
C  -3.48038  1.05713  4.52855
H  0.62615  4.70538  6.12245
H  -1.09611  4.41390  5.78274
H  -0.21631  3.36226  6.93050
H  0.08178  3.29370  2.42465
H  -0.74068  4.72111  3.10765
H  -1.43435  3.87749  1.71244
H  -3.86006  1.76843  3.79097
H  -3.53934  1.48602  5.52821
H  -4.10188  0.15761  4.48836
C  7.64995  2.04205  2.33697
O  8.07098  1.20949  1.26181
P  6.92211  -0.00290  0.83091
O  7.98379  -0.78886  0.07517
O  6.17990  1.05152  -0.19809
C  6.95566  1.89085  -1.04319
O  5.72985  -1.19051  0.47637
C  4.38585  -0.83520  0.78480
H  8.39413  2.82663  2.48514
H  6.68496  2.50440  2.10887
H  7.56757  1.44959  3.25150
H  7.93725  1.46397  -1.26210
H  7.08386  2.86618  -0.56496
H  6.41838  2.03315  -1.98011
H  4.00703  -0.11520  0.05544
H  4.32098  -0.42017  1.78973
H  3.76749  -1.73604  0.72964